Formula: C32H28N2O4
Source: OMol25
Level of theory: wB97M-V/def2-TZVPD

## Properties
* HOMO energy: -8.2 eV

XYZ file:
```
66
Properties=species:S:1:pos:R:3:forces:R:3
C -5.14666 2.26717 -0.68342 1.569 -5.551 -3.935
C -3.51921 1.30086 1.43081 -5.547 6.938 0.898
C 6.71956 2.19297 0.36619 7.832 -0.458 1.897
H -1.30304 -3.90430 -1.36158 -1.867 -7.444 -11.744
C -0.75707 -0.47317 -2.08023 2.452 0.091 -3.720
H -6.11193 3.66807 0.95351 2.130 -2.553 -2.562
O -2.89062 -1.76769 2.13368 -3.169 -0.943 1.280
H 6.24080 3.91970 -0.33459 1.478 6.616 -0.814
H -3.90264 4.09968 2.95483 -0.359 -0.935 1.360
H 8.32353 -1.71608 2.13669 -3.345 0.356 -3.378
C 4.46669 1.02480 -0.45063 -0.903 2.821 -1.152
C 0.85460 1.18746 -1.29043 1.152 -0.926 -5.123
H 6.45096 -1.38026 2.05905 0.025 -0.815 -0.636
C 5.95508 3.01146 -0.32812 -4.069 -4.508 -0.208
C -1.99147 -2.30820 1.31682 -4.461 -2.549 -3.674
H -5.91160 2.37546 -1.41982 0.104 0.167 -0.856
H -3.14544 -3.50255 -0.06442 -3.336 -0.895 -0.873
H 0.22228 3.03534 -1.14355 -1.204 0.284 -0.591
C -1.53908 1.82921 -1.66358 0.545 -1.482 -3.017
H 7.93228 2.41878 0.75286 -3.875 -0.011 -0.987
C 7.25131 -1.38581 1.29848 4.571 5.331 10.641
H 3.76176 -1.41670 -1.19548 2.461 -2.495 0.168
N 2.20387 1.62682 -1.05161 -1.747 -3.333 1.459
C -5.27712 2.78221 0.45499 -1.144 6.213 12.021
H -3.09649 -0.78196 -3.34138 0.115 -1.095 -1.694
C 0.26711 -2.28312 0.96397 14.127 -1.608 -4.803
H -4.09316 2.45077 3.92803 -0.600 0.828 -0.100
C -0.74049 -2.00471 1.52033 -8.259 9.007 13.858
H 2.29619 -3.25691 -0.46049 -2.514 -0.004 -2.106
H -4.97014 -1.87201 2.65330 -0.838 1.411 1.594
C -1.70957 0.52294 -2.16107 -2.548 -4.652 -0.765
H -0.80181 -1.50986 -2.59649 -0.786 1.775 1.310
H 5.11328 -0.81294 0.21214 -0.036 -2.844 0.754
C -4.51490 3.18467 3.22118 -1.371 0.964 -5.360
H 4.15522 3.17823 -1.24727 -2.550 1.225 -1.489
H -4.46862 -3.38409 1.91706 0.844 1.954 0.107
C -3.42224 0.71898 0.23949 -2.701 2.002 0.104
C 6.56952 0.87355 0.42223 1.943 -5.216 4.772
C 1.23865 -3.25417 -1.18049 3.092 -6.839 3.121
H -2.63018 0.18959 0.15432 4.733 -4.389 -1.122
C -0.20922 2.08414 -1.51927 2.248 3.192 3.922
C 1.59141 -1.15628 -1.64241 2.796 1.350 -4.578
H -4.52224 -1.85332 0.86520 -0.414 -0.474 1.696
O -5.30654 0.04217 -2.56937 4.443 3.461 1.045
H 1.24599 -4.50552 -1.67244 -0.218 3.851 1.501
H 1.35227 -1.82455 1.11535 -2.496 -1.166 0.048
N -2.98018 -0.15006 -2.61740 -1.068 7.302 4.642
C -4.18172 1.11076 -0.75164 -3.373 4.002 -4.720
C 0.07930 -3.15587 -0.02492 2.473 -0.999 -9.172
C -4.32242 -2.22373 1.93431 2.764 -1.888 -4.042
C -1.12741 -3.44403 -0.64199 0.471 7.440 14.757
H -0.80214 -1.21633 2.63756 0.760 -2.108 -3.324
H -5.65105 3.60823 3.24826 2.741 -1.505 0.642
C 2.92571 -0.87279 -1.26884 -6.891 5.614 0.711
C -2.26180 -3.07322 0.13783 3.661 1.198 1.523
O 7.55526 0.13744 1.34365 -1.886 -0.932 -3.724
C 0.59761 -0.01459 -2.07558 1.534 -3.595 7.131
H -2.31848 2.52726 -1.91235 0.113 0.581 0.602
O 1.41832 -2.43840 -2.28655 -1.324 2.171 2.191
H 7.02571 -1.86347 0.48681 -0.489 -2.461 -5.063
H -2.83385 1.12775 2.09769 3.480 -1.401 4.019
C 4.72278 2.51951 -0.73408 2.653 -5.147 2.225
C 5.44170 0.14291 0.15772 -2.699 6.097 -3.190
C -4.38828 2.49150 1.66221 -0.044 -3.461 -0.791
C -4.16764 0.56967 -2.14239 -3.177 -8.154 -1.576
C 3.03770 0.58661 -0.86267 1.999 0.593 -1.109
```
Forces are in eV/Å.

***

Formula: C32H28N5O3PS3Y
Source: OMol25
Level of theory: wB97M-V/def2-TZVPD

## Properties
* HOMO energy: -10.1 eV
* total charge: +1
* ΔE to the lowest compared entry with this formula, charge and spin: 1.7250 eV

XYZ file:
```
73
Properties=species:S:1:pos:R:3:forces:R:3
C 4.77570 0.29626 -4.36066 0.051 -0.224 0.331
H 4.18474 2.16184 -5.11504 0.218 1.955 -1.953
H -4.29520 1.70241 3.74426 0.028 0.621 0.444
O 1.79506 -3.86219 -1.22976 1.528 -0.709 2.529
C -3.78556 2.22466 4.57688 0.401 -2.525 0.793
H -1.51594 -3.14307 -3.15166 -1.031 -0.322 -1.057
C -1.55925 -4.90424 2.42429 -0.364 0.099 -1.298
C 3.88075 -0.29069 -2.20711 -0.906 -0.220 -0.567
C -2.63549 -4.80453 -2.81254 0.461 1.433 0.588
C 4.76612 -0.57207 -3.26957 -1.358 1.394 0.005
H 5.45225 0.07374 -5.15640 0.235 -0.102 -0.569
C -2.41575 2.63581 4.21855 1.744 -0.992 -1.539
C -0.23659 2.60304 -1.85717 0.638 0.894 -0.244
H -0.31462 5.23991 4.29407 0.741 1.087 0.269
Y -0.25305 -3.54785 -0.44983 -1.239 -0.657 0.095
N -1.52309 -4.96834 1.06130 -2.041 -0.469 1.990
N -2.14186 -4.91418 -1.57259 -0.256 0.631 -0.999
C 0.16313 1.33244 -1.55295 0.038 -1.372 1.182
N -2.14600 -3.82408 -3.62288 -1.175 -0.546 -0.873
H 0.64515 3.40738 0.54506 -0.778 -0.118 -0.151
C 3.68739 4.91706 0.90289 -2.117 -1.739 -0.197
C 3.23863 1.72471 -3.26525 -1.529 1.170 -0.482
C 2.27213 4.69481 0.97726 0.640 1.275 0.493
C -1.55066 2.88937 -2.13227 -1.094 1.737 -0.452
C 2.50763 2.59569 -0.26486 -0.029 1.185 1.240
O -0.52845 -1.40010 0.12791 -0.419 -0.552 -2.602
C -1.92184 3.88999 4.55256 0.809 -0.878 -0.857
C -0.80033 0.30952 -1.53947 -1.791 1.118 -1.473
H 3.84587 -0.90520 -1.31872 0.031 -0.395 -0.050
H 4.15617 5.68284 1.47896 0.111 0.731 -0.106
N -0.72294 -4.04388 3.05213 -0.330 -1.177 0.274
C -3.63395 -5.97388 1.62773 1.246 -0.487 -1.360
H -3.55238 2.11991 -2.45348 -0.024 0.193 -0.275
C -1.59094 1.70299 3.43199 -1.064 1.798 0.801
H -3.74782 1.48572 5.42616 -0.001 0.381 -0.752
C 1.68294 3.56931 0.39603 2.406 -0.421 -0.412
P 1.80242 1.00334 -0.82628 1.371 -0.595 -0.218
C -2.73947 -5.57619 0.63916 -0.565 -1.442 0.767
C 0.11207 3.42237 3.22817 -0.263 0.356 1.395
H 4.68057 2.15346 -0.65191 -0.503 -0.696 -0.402
H -4.29427 3.03631 4.99414 -1.269 1.268 0.163
C -2.92460 -5.76362 -0.82334 -0.939 -0.703 -0.276
S 2.44052 -4.13809 0.24125 -2.515 0.780 -1.323
H 1.15374 3.77352 3.02272 -1.197 -0.758 -0.236
C -2.11348 0.60936 -2.03984 1.788 -0.673 0.682
H -2.77596 -3.57442 -4.42740 1.545 -0.042 1.251
H -1.91489 3.92307 -2.26064 0.605 -0.466 0.025
H 0.38825 1.49912 2.42424 -1.224 -0.114 0.172
H 5.36211 -1.45009 -3.34319 0.461 -0.492 0.465
S -2.90843 -5.82690 3.22631 1.055 1.570 -1.813
C -2.51271 1.90708 -2.26731 0.388 -0.658 0.417
C -0.69623 -1.11326 -1.15179 1.367 1.691 2.335
H -4.55351 -6.56052 1.42997 0.781 0.638 0.371
C 4.03422 1.47555 -4.38159 0.083 -2.500 3.308
C 2.93699 0.76837 -2.26638 2.227 0.061 -0.396
H 5.54744 4.25984 0.14312 -1.060 -1.096 0.117
N 1.36302 -3.99122 1.27814 2.168 -0.277 -1.342
C 3.92461 2.80262 -0.24149 -1.021 -0.392 -0.865
H 0.57304 3.33997 -1.80464 -0.826 0.153 -0.218
H 2.81373 2.75436 -3.21689 -0.123 -0.976 0.059
C -0.63644 4.27134 4.04792 -1.461 -1.524 -0.227
H -2.72884 -0.25113 -2.19505 -0.762 -0.140 0.029
H -0.75556 -4.07335 4.04944 0.070 0.111 0.548
H 1.60364 5.44894 1.51747 1.093 -1.177 -0.796
S -4.03814 -5.78653 -3.13619 1.286 0.203 -0.383
O -0.75305 -1.98873 -2.04814 -0.112 -0.854 0.235
C -3.86587 -6.46377 -1.58197 0.212 0.102 2.238
C 4.46973 3.94937 0.24742 0.789 2.723 1.117
C -0.38834 2.10785 2.93994 2.593 1.422 0.048
H -4.52186 -7.30221 -1.30440 0.395 0.758 0.110
H -1.93980 0.71875 3.18862 -0.372 -0.341 0.094
H 0.21593 -3.98663 2.64450 -0.270 0.197 0.152
H -2.54252 4.51691 5.20009 0.420 0.083 -0.368
```
Forces are in eV/Å.

***

Formula: C32H29AuCl3O6Si
Source: OMol25
Level of theory: wB97M-V/def2-TZVPD

## Properties
* HOMO energy (spin up / spin down): -5.3 / -5.3 eV
* total charge: -1
* ΔE to the lowest compared entry with this formula, charge and spin: 1.0578 eV

XYZ file:
```
72
Properties=species:S:1:pos:R:3:forces:R:3
H -1.35890 -2.11880 -2.66810 0.016 0.006 -0.022
H -0.08502 1.90909 1.98809 0.035 -0.011 0.050
C 0.41945 -1.20424 3.07373 0.030 0.091 -0.054
H 1.08735 -3.17564 2.66352 0.034 0.039 0.007
H -4.05415 -0.49321 2.25936 -0.012 -0.002 -0.020
O -2.32149 0.33652 -0.48066 0.147 0.092 -0.189
C -1.39532 -0.63874 -5.69735 0.007 -0.010 0.084
H 2.83313 3.75044 -1.27142 -0.047 -0.026 0.023
H -0.05067 1.81192 -3.80362 0.000 -0.013 0.029
C 3.70971 1.45296 1.54660 -0.076 0.034 0.005
C -0.49061 0.85124 -4.03341 -0.004 0.003 0.000
C 1.79517 3.43842 -1.30912 -0.043 -0.094 0.038
C -0.67520 -0.09273 -3.02332 0.167 -0.037 0.053
C -2.72742 0.48235 0.87120 0.100 -0.149 0.043
C -0.84499 2.60461 -1.45049 -0.008 0.050 0.044
H 4.77530 1.32624 1.38572 -0.034 -0.011 0.035
H 1.41731 3.81569 2.31647 0.003 -0.014 -0.020
C 3.20296 2.69962 1.89951 -0.015 -0.111 -0.003
C -0.54192 3.95877 -1.38044 0.087 -0.024 0.014
C 0.56889 -2.95042 4.74875 -0.015 0.045 -0.078
H -4.03280 2.11683 0.40341 0.023 -0.013 0.058
C -0.84823 0.58709 -5.34986 -0.012 -0.043 0.015
O 1.33091 -1.81990 0.95424 -0.916 -0.151 0.154
C 2.85841 0.36455 1.40333 0.021 0.052 -0.055
H -1.67259 -0.84784 -6.72346 0.000 0.002 0.006
O -1.56807 0.28853 1.63876 0.070 -0.093 -0.112
Cl 3.26299 -0.80137 -3.57652 0.119 -0.110 -0.035
Au 1.09419 -2.41879 -1.13893 1.383 -0.190 0.127
C -1.12232 -0.43486 -0.54912 0.094 -0.219 0.178
C 0.72227 -2.51114 3.43522 -0.040 -0.108 0.124
H 3.86713 3.54478 2.04003 -0.007 -0.004 -0.036
Cl 2.71278 -4.03987 -3.97117 0.098 0.008 -0.025
H -3.58186 1.99269 2.12192 -0.009 0.020 -0.043
C 1.48275 0.49742 1.58126 -0.005 -0.030 0.170
C 0.78097 4.38373 -1.30684 -0.101 -0.056 -0.025
H -1.39767 -1.40353 -0.95919 -0.014 -0.116 0.145
H -0.01048 -2.42379 6.75306 -0.015 0.004 -0.032
C 0.10026 -2.08769 5.72801 0.021 0.029 -0.055
H -2.40111 2.59202 0.93260 -0.049 -0.034 -0.011
H -1.34568 4.68616 -1.40467 0.011 -0.006 -0.014
C -1.21294 -1.33050 -3.39364 -0.065 0.109 0.009
H -1.99084 -2.56743 -4.95611 0.029 0.040 0.010
H -1.87204 2.29261 -1.57966 0.052 0.006 0.059
H -3.40317 -1.56472 1.00243 -0.015 0.020 0.009
H -0.58954 -0.09153 6.12734 0.023 -0.004 -0.014
H 3.24110 -0.61437 1.14374 -0.016 0.027 0.003
C 0.16747 1.64665 -1.39758 0.194 -0.064 -0.156
H -4.66830 -0.40060 0.58722 0.018 -0.014 0.035
C -0.12188 0.14995 -1.57890 0.081 0.185 -0.285
H -0.30467 0.67897 3.82409 0.029 -0.035 0.002
C -0.21581 -0.77993 5.37738 0.018 -0.027 -0.082
C -0.77389 -0.69066 0.96244 -0.224 0.120 -0.038
Cl 4.55180 -2.97813 -1.45099 -0.027 0.003 0.038
C -0.05420 -0.34425 4.06836 0.007 -0.012 -0.067
C 1.83375 2.84599 2.06697 -0.025 -0.060 -0.087
H -0.60968 -5.65285 -0.70607 0.123 -0.161 0.002
C -3.22035 1.89060 1.09713 -0.019 0.167 0.008
C 0.64269 -0.79820 1.56921 0.314 0.046 0.193
H 2.27893 1.34383 -1.34062 -0.015 0.043 0.028
O -1.05267 -3.71849 -1.08667 -0.144 -0.483 0.215
Si 2.88830 -2.53955 -2.56738 -0.594 -0.034 -0.494
C -1.57304 -1.59750 -4.70908 0.033 0.065 0.020
C 0.98095 1.76087 1.89381 0.054 0.095 -0.017
C 1.48991 2.08228 -1.34552 -0.032 0.061 0.009
O 1.03072 -4.47043 -0.87391 -0.589 0.104 0.095
H -1.18498 -1.68665 1.16476 -0.069 -0.038 0.053
C -0.25037 -4.63472 -0.88826 0.197 0.209 -0.032
H 1.01493 5.44141 -1.26551 -0.009 -0.018 0.002
H 0.82205 -3.97406 5.00324 -0.007 0.025 -0.012
H -0.68977 1.34688 -6.10685 0.004 -0.017 0.021
O 1.13310 -0.51222 -1.49342 -0.315 0.921 -0.059
C -3.78295 -0.56234 1.20497 -0.057 -0.079 -0.040
```
Forces are in eV/Å.

***

Number 1: energy -1645.88632 Ha. Number 2: energy -3309.84640 Ha. Number 3: energy -3494.21957 Ha.